# 1
A molecular structure, C24H27FFeOS5, computed with the ωB97M-V functional and the def2-TZVPD basis.

Summary:
relative energy (zero: lowest compared OMol25 entry of this formula, charge and spin) = 38.01 kcal per mole
total charge = +1
HOMO (spin up / spin down) = -10.52 / -10.49 eV
max |F| = 0.8 eV/A
spin multiplicity = 2

Each line ends with the Mulliken charge.
Atoms and positions in Å:
Fe1 0.712 0.750 -0.038  0.19
C1 -2.499 1.734 -0.508  -0.71
C2 -2.477 1.788 1.026  -0.44
S1 -2.376 0.163 1.832  -0.18
C3 -0.655 0.109 2.424  0.23
C4 0.014 -1.262 2.204  -0.98
S2 1.573 -1.097 1.253  0.05
C5 1.485 -2.442 0.019  -1.07
C6 0.966 -1.984 -1.341  -0.21
S3 -0.587 -1.129 -0.987  0.01
C7 -1.167 -0.437 -2.557  -1.00
C8 -0.853 1.046 -2.742  -0.78
S4 -0.847 2.029 -1.219  0.04
H1 -3.151 2.514 -0.901  0.53
H2 -2.875 0.771 -0.850  0.41
H3 -3.398 2.252 1.375  0.50
H4 -1.660 2.413 1.391  -0.10
H5 -0.637 0.366 3.482  0.54
H6 -0.097 0.909 1.917  -0.43
H7 -0.644 -1.942 1.665  0.51
H8 0.264 -1.723 3.158  0.49
H9 0.864 -3.227 0.450  0.46
H10 2.493 -2.844 -0.086  0.47
H11 0.820 -2.840 -2.002  0.62
H12 1.667 -1.287 -1.798  -0.15
H13 -2.242 -0.610 -2.570  0.41
H14 -0.747 -1.019 -3.377  0.55
H15 -1.533 1.491 -3.469  0.56
H16 0.160 1.172 -3.122  0.32
C9 -4.374 8.564 3.421  -1.06
C10 -3.373 7.568 2.896  0.74
O1 -3.668 6.553 2.331  -0.53
S5 -1.678 8.086 3.207  -0.24
C11 -0.774 6.745 2.489  0.21
C12 0.167 6.086 3.273  -0.68
C13 0.909 5.046 2.739  -0.66
C14 0.704 4.660 1.416  0.46
C15 -0.235 5.327 0.629  -0.25
C16 -0.967 6.371 1.163  -0.54
C17 1.447 3.572 0.850  0.16
C18 1.984 2.636 0.304  -0.59
H17 -5.114 8.030 4.015  0.31
H18 -4.882 9.015 2.569  0.28
H19 -3.910 9.346 4.018  0.39
H20 0.309 6.380 4.304  0.45
H21 1.636 4.524 3.346  0.51
H22 -0.387 5.023 -0.398  0.49
H23 -1.691 6.892 0.553  0.47
F1 5.195 -0.983 -2.408  -0.34
C19 4.423 -0.102 -1.759  0.56
C20 3.465 0.591 -2.462  -1.13
C21 2.656 1.492 -1.769  0.18
C22 2.828 1.685 -0.396  -0.25
C23 3.837 0.980 0.281  -0.67
C24 4.637 0.088 -0.398  -0.57
H24 3.373 0.451 -3.530  0.49
H25 1.960 2.120 -2.307  0.97
H26 3.985 1.148 1.339  0.46
H27 5.424 -0.460 0.102  0.50



# 2
A molecular structure, C24H27I3N3OPbS3, computed with the ωB97M-V functional and the def2-TZVPD basis.

Summary:
relative energy (zero: lowest compared OMol25 entry of this formula, charge and spin) = 3.89 kcal per mole
total charge = +1
HOMO = -9.71 eV
max |F| = 0.7 eV/A

Each line ends with the Mulliken charge.
Atoms and positions in Å:
Pb1 0.045 0.175 -0.295  0.82
C1 -2.074 -1.907 2.298  -0.94
C2 -3.288 -1.398 1.530  -0.76
S1 -2.953 -0.004 0.390  0.03
C3 -3.614 -0.633 -1.197  -0.81
C4 -3.100 -1.970 -1.708  -0.91
S2 -1.288 -2.048 -1.983  0.12
C5 -0.864 -3.610 -1.152  -0.40
C6 -1.193 -3.726 0.326  -1.09
S3 -0.573 -2.341 1.346  0.31
H1 -1.730 -1.149 3.003  0.34
H2 -2.360 -2.795 2.862  0.49
H3 -3.760 -2.185 0.946  0.37
H4 -4.020 -1.036 2.252  0.55
H5 -4.697 -0.684 -1.088  0.48
H6 -3.374 0.165 -1.902  0.36
H7 -3.362 -2.788 -1.040  0.42
H8 -3.573 -2.162 -2.671  0.57
H9 -1.354 -4.419 -1.696  0.56
H10 0.211 -3.687 -1.316  -0.18
H11 -2.263 -3.805 0.511  0.55
H12 -0.716 -4.628 0.710  0.59
I1 4.679 -4.371 3.912  0.07
C7 3.818 -3.165 2.412  -0.45
C8 3.746 -3.633 1.109  -0.45
C9 3.169 -2.828 0.149  0.02
I2 3.079 -3.464 -1.855  0.01
C10 2.644 -1.546 0.423  0.31
O1 2.069 -0.845 -0.529  -0.82
C11 2.792 -1.086 1.754  0.54
C12 2.358 0.309 2.108  -1.07
N1 0.879 0.409 2.162  -0.23
C13 0.409 1.667 2.743  -1.20
C14 0.676 2.841 1.829  0.90
C15 0.727 4.129 2.348  -0.98
C16 0.989 5.187 1.497  -0.40
C17 1.245 4.921 0.159  -0.82
C18 1.188 3.609 -0.272  -0.76
N2 0.874 2.592 0.534  0.40
C19 3.359 -1.899 2.724  -0.55
H13 4.139 -4.606 0.848  0.40
H14 2.790 0.596 3.073  0.62
H15 2.715 1.001 1.343  0.40
H16 0.561 -0.361 2.742  0.31
H17 -0.668 1.589 2.924  0.40
H18 0.898 1.871 3.702  0.47
H19 0.559 4.290 3.405  0.47
H20 1.019 6.200 1.875  0.42
H21 1.473 5.716 -0.537  0.45
H22 1.417 3.351 -1.298  0.69
H23 3.457 -1.528 3.738  0.41
I3 0.043 0.192 -6.741  0.13
C20 -0.321 1.373 -5.050  -0.67
C21 -0.780 2.674 -5.168  -0.09
C22 -1.043 3.389 -4.007  -0.94
C23 -0.861 2.764 -2.786  -0.44
N3 -0.399 1.517 -2.674  0.17
C24 -0.120 0.838 -3.786  -0.12
H24 -0.935 3.121 -6.140  0.41
H25 -1.385 4.414 -4.053  0.43
H26 -1.102 3.275 -1.862  0.64
H27 0.272 -0.165 -3.660  0.49



# 3
A gas-phase ion, C24H27N2O (charge +1) in a non-equilibrium geometry, computed with the ωB97M-V functional and the def2-TZVPD basis.

Summary:
relative energy (zero: lowest compared OMol25 entry of this formula, charge and spin) = 40.59 kcal per mole
total charge = +1
HOMO = -11.37 eV
max |F| = 2.6 eV/A

Each line ends with the Mulliken charge.
Atoms and positions in Å:
C1 -3.617 -1.141 -3.671  -0.78
O1 -2.195 -1.388 -3.719  -0.45
C2 -1.393 -0.617 -2.931  0.57
C3 -0.014 -0.610 -3.240  -0.94
C4 0.816 0.313 -2.640  -0.51
C5 0.334 1.139 -1.610  0.51
C6 1.333 1.923 -0.791  -0.53
C7 0.889 3.244 -0.181  -0.13
C8 1.852 3.963 0.535  -0.63
C9 1.520 5.163 1.160  -0.59
C10 0.223 5.680 1.052  -0.45
C11 -0.695 5.037 0.223  -0.84
C12 -0.325 3.879 -0.468  -0.20
C13 -1.001 1.062 -1.234  -0.50
C14 -1.874 0.201 -1.889  -0.69
H1 -4.025 -1.735 -4.489  0.26
H2 -4.035 -1.477 -2.714  0.29
H3 -3.845 -0.076 -3.812  0.35
H4 0.350 -1.315 -3.985  0.48
H5 1.860 0.394 -2.951  0.41
H6 2.162 2.152 -1.475  0.94
H7 2.889 3.627 0.539  0.33
H8 2.276 5.711 1.713  0.39
H9 -0.060 6.595 1.572  0.40
H10 -1.690 5.448 0.069  0.40
H11 -0.979 3.491 -1.245  0.75
H12 -1.376 1.695 -0.427  0.58
H13 -2.924 0.189 -1.600  0.42
C15 1.226 -3.964 2.622  -1.25
N1 0.203 -3.275 1.880  -0.05
C16 -1.087 -3.925 1.931  -0.69
C17 -2.101 -2.844 1.533  -0.73
C18 -1.382 -1.492 1.672  0.36
C19 0.081 -1.821 2.040  0.47
C20 1.124 -1.059 1.252  -0.14
C21 2.199 -1.731 0.657  -0.31
C22 3.255 -0.966 0.158  -1.11
C23 3.095 0.405 0.029  -0.14
N2 1.864 0.985 0.231  0.58
C24 0.975 0.301 1.024  -0.52
H14 2.179 -3.429 2.566  0.46
H15 0.964 -4.120 3.688  0.42
H16 1.373 -4.960 2.181  0.31
H17 -1.103 -4.784 1.248  0.40
H18 -1.307 -4.312 2.944  0.29
H19 -2.413 -3.005 0.497  0.24
H20 -2.988 -2.890 2.166  0.30
H21 -1.429 -0.923 0.738  -0.64
H22 -1.805 -0.877 2.476  0.50
H23 0.218 -1.556 3.112  0.23
H24 2.210 -2.815 0.638  0.75
H25 4.192 -1.437 -0.130  0.45
H26 3.868 1.075 -0.350  0.41
H27 0.132 0.873 1.402  0.55



no.,E (eV)
1,-118646.7789
2,-93895.3568
3,-30346.5733